This record from OMol25 describes a cluster of 7 separate species, C44H65F5N9O2 in total. The level of theory is the ωB97M-V functional and the def2-TZVPD basis.

Output
HOMO   -10.91 eV
Orbital gap   6.2706 eV
Total charge   +1

Last column: Mulliken charge in e.
CARTESIAN COORDINATES (ANGSTROEM)
C  -3.167  -9.826  -3.802  -1.08
C  -3.895  -10.109  -2.468  -0.53
C  -3.851  -8.903  -1.518  -0.84
C  -2.662  -8.938  -0.535  -0.72
C  -1.503  -7.980  -0.899  -0.74
C  -1.217  -6.964  0.198  -0.40
C  0.113  -6.250  0.025  -0.68
C  0.385  -5.224  1.131  -0.09
C  1.376  -4.113  0.697  -1.25
C  0.776  -2.692  0.682  0.86
C  1.266  -1.797  1.828  -1.27
C  2.455  -0.894  1.441  -0.68
C  2.092  0.590  1.348  -0.99
C  3.348  1.493  1.432  -0.14
C  3.262  2.584  2.517  -0.52
C  3.406  4.060  2.054  -1.78
C  2.744  4.323  0.748  0.82
C  3.442  4.326  -0.492  0.63
C  4.947  4.041  -0.573  0.71
F  5.230  3.296  -1.668  -0.30
F  5.432  3.340  0.463  -0.30
C  5.763  5.376  -0.716  0.15
F  6.851  5.349  0.050  -0.28
F  4.976  6.437  -0.388  -0.26
C  2.747  4.621  -1.658  0.54
C  3.358  4.736  -3.036  -1.44
N  2.931  5.922  -3.810  -0.64
C  1.351  4.833  -1.506  0.25
O  0.548  5.065  -2.582  -0.38
C  0.005  3.844  -3.071  0.27
O  0.716  2.995  -3.476  -0.43
C  -1.470  3.751  -3.039  0.40
C  -2.239  4.150  -4.137  -0.23
C  -3.628  4.023  -4.099  -0.78
C  -4.247  3.501  -2.963  -0.19
C  -3.486  3.100  -1.860  -1.08
C  -2.101  3.236  -1.905  -0.13
N  0.724  4.823  -0.369  -1.21
N  1.436  4.565  0.713  1.15
C  0.639  4.554  1.952  -0.55
C  0.709  5.890  2.713  -0.41
F  0.962  5.597  4.040  -0.33
H  -2.504  -8.970  -3.692  0.27
H  -2.594  -10.679  -4.155  0.31
H  -3.891  -9.564  -4.570  0.32
H  -4.929  -10.342  -2.720  0.35
H  -3.475  -10.993  -1.994  0.36
H  -3.831  -7.996  -2.120  0.41
H  -4.770  -8.917  -0.934  0.36
H  -3.041  -8.702  0.457  0.47
H  -2.288  -9.958  -0.483  0.41
H  -0.621  -8.584  -1.119  0.40
H  -1.765  -7.470  -1.826  0.26
H  -1.240  -7.478  1.157  0.14
H  -2.011  -6.216  0.178  0.24
H  0.900  -7.008  0.066  0.25
H  0.188  -5.782  -0.959  0.35
H  -0.555  -4.845  1.544  0.62
H  0.865  -5.758  1.956  -0.28
H  2.240  -4.137  1.359  0.54
H  1.702  -4.345  -0.315  0.45
H  1.009  -2.230  -0.280  -0.18
H  -0.304  -2.767  0.731  -0.41
H  0.441  -1.146  2.119  0.43
H  1.522  -2.392  2.700  0.49
H  2.924  -1.223  0.513  0.40
H  3.225  -1.003  2.206  0.51
H  1.385  0.788  2.154  0.45
H  1.595  0.786  0.396  0.08
H  4.182  0.844  1.683  0.62
H  3.558  1.866  0.434  0.18
H  2.314  2.443  3.030  0.53
H  4.018  2.414  3.277  -0.05
H  4.440  4.365  2.018  0.67
H  2.978  4.677  2.841  0.50
H  6.043  5.505  -1.760  0.35
H  3.061  3.846  -3.586  0.42
H  4.431  4.783  -3.006  0.37
H  2.544  6.621  -3.188  0.30
H  2.189  5.658  -4.443  0.33
H  -1.763  4.531  -5.030  0.46
H  -4.209  4.314  -4.960  0.43
H  -5.327  3.405  -2.928  0.56
H  -3.982  2.693  -0.993  0.48
H  -1.525  2.904  -1.050  0.45
H  -0.393  4.415  1.654  0.65
H  0.890  3.714  2.585  -0.03
H  1.494  6.537  2.325  0.29
H  -0.263  6.374  2.685  0.39
C  -3.925  -1.666  0.502  -0.94
C  -3.143  -2.816  0.934  0.43
N  -2.519  -3.727  1.234  -0.41
H  -3.774  -0.835  1.191  0.29
H  -3.614  -1.371  -0.499  0.22
H  -4.981  -1.925  0.483  0.34
C  -0.590  9.974  2.240  -0.64
C  -1.898  9.401  2.535  0.31
N  -2.919  8.934  2.753  -0.36
H  -0.105  10.290  3.162  0.27
H  0.029  9.225  1.749  0.14
H  -0.691  10.835  1.583  0.30
C  -8.539  5.329  -3.109  -0.80
C  -7.838  4.121  -2.692  0.40
N  -7.291  3.169  -2.366  -0.48
H  -8.422  6.102  -2.353  0.27
H  -8.129  5.686  -4.052  0.27
H  -9.597  5.113  -3.239  0.29
C  -0.394  -2.117  -3.495  -0.63
C  -1.681  -2.592  -3.002  0.40
N  -2.690  -2.977  -2.623  -0.43
H  0.234  -1.819  -2.657  0.06
H  0.104  -2.911  -4.048  0.28
H  -0.543  -1.263  -4.153  0.33
C  1.055  -7.474  4.573  -0.86
C  0.357  -8.455  3.751  0.43
N  -0.194  -9.219  3.102  -0.39
H  2.055  -7.305  4.178  0.26
H  0.507  -6.534  4.568  0.25
H  1.132  -7.837  5.596  0.34
C  5.666  1.809  6.423  -0.94
C  4.985  0.881  5.527  0.48
N  4.459  0.139  4.831  -0.38
H  6.681  1.982  6.073  0.28
H  5.130  2.756  6.453  0.28
H  5.702  1.390  7.426  0.33

***

This record from OMol25 describes a structure of composition C42H36MnNOP2S. The level of theory is the ωB97M-V functional and the def2-TZVPD basis.

Output
HOMO (alpha / beta)   -9.92 / -10.11 eV
Orbital gap (alpha / beta)   7.7177 / 7.1223 eV
Total charge   +1
ΔE to the lowest compared entry with this formula, charge and spin   135.1 kJ/mol
2S+1   6

Last column: Mulliken charge in e.
CARTESIAN COORDINATES (ANGSTROEM)
Mn  -0.061  -1.172  0.254  0.61
C  -2.353  -1.143  1.962  -0.60
P  -2.559  -2.350  0.529  -0.40
C  -4.378  -2.293  0.325  0.83
C  -5.166  -1.151  0.494  0.03
C  -6.544  -1.217  0.345  -0.91
C  -7.153  -2.427  0.029  -0.46
C  -6.382  -3.569  -0.132  -0.64
C  -5.002  -3.501  0.019  -0.51
C  -1.967  -1.399  -0.999  0.34
C  -0.882  -1.972  -1.701  -0.18
C  -0.406  -1.400  -2.882  -0.76
C  -1.005  -0.260  -3.381  -0.65
C  -2.104  0.294  -2.720  -0.60
C  -2.575  -0.266  -1.548  -0.34
C  -0.899  -1.091  2.436  0.53
C  -0.252  -0.271  3.339  -0.51
C  1.084  -0.740  3.432  -1.18
C  1.182  -1.847  2.605  -0.01
C  2.368  -2.519  1.945  -0.91
P  2.339  -1.794  0.240  0.73
C  3.043  -2.979  -0.950  0.88
C  2.688  -4.326  -0.862  -0.44
C  3.087  -5.223  -1.847  -0.83
C  3.821  -4.778  -2.938  -0.49
C  4.162  -3.436  -3.041  -0.78
C  3.773  -2.538  -2.053  -0.44
C  3.457  -0.365  0.264  0.55
C  3.163  0.669  -0.628  -0.37
C  3.940  1.819  -0.667  -0.69
C  5.012  1.951  0.208  -0.61
C  5.311  0.927  1.098  -0.79
C  4.540  -0.227  1.125  -0.47
N  -0.035  -2.107  2.037  -0.62
H  -3.023  -1.526  2.734  0.81
H  -2.706  -0.144  1.700  0.18
H  -4.713  -0.201  0.760  0.23
H  -7.144  -0.326  0.483  0.41
H  -8.229  -2.478  -0.082  0.39
H  -6.854  -4.515  -0.366  0.40
H  -4.401  -4.396  -0.098  0.38
H  -0.553  -2.968  -1.431  0.82
H  0.413  -1.873  -3.412  0.50
H  -0.648  0.185  -4.302  0.47
H  -2.599  1.165  -3.137  0.46
H  -3.446  0.162  -1.066  0.25
H  -0.687  0.565  3.874  0.61
H  1.888  -0.308  4.016  0.52
H  2.207  -3.593  1.874  0.35
H  3.307  -2.334  2.455  0.65
H  2.094  -4.685  -0.028  0.31
H  2.823  -6.270  -1.760  0.42
H  4.126  -5.477  -3.709  0.40
H  4.738  -3.086  -3.890  0.42
H  4.052  -1.493  -2.136  0.33
H  2.311  0.569  -1.290  0.49
H  3.706  2.612  -1.368  0.46
H  5.616  2.851  0.195  0.43
H  6.150  1.028  1.776  0.43
H  4.801  -1.017  1.818  0.32
O  -0.124  0.935  0.164  0.27
S  -1.117  2.063  0.352  0.17
C  -0.502  2.980  1.734  0.44
C  0.869  3.021  1.959  -0.21
C  1.332  3.667  3.092  -0.80
C  0.431  4.253  3.980  -0.48
C  -0.936  4.207  3.735  -0.75
C  -1.414  3.555  2.603  -0.13
C  -0.753  3.221  -0.953  0.82
C  0.105  2.844  -1.971  -0.08
C  0.316  3.724  -3.029  -1.03
C  -0.333  4.951  -3.055  -0.61
C  -1.194  5.311  -2.023  -0.72
C  -1.415  4.442  -0.966  -0.78
H  1.550  2.531  1.271  0.30
H  2.397  3.709  3.289  0.47
H  0.798  4.737  4.878  0.41
H  -1.631  4.663  4.430  0.41
H  -2.481  3.489  2.414  0.46
H  0.595  1.882  -1.929  0.33
H  0.984  3.446  -3.837  0.50
H  -0.171  5.631  -3.884  0.42
H  -1.696  6.270  -2.044  0.42
H  -2.083  4.719  -0.157  0.44